1.
ORCA calculation (the ωB97M-V functional and the def2-TZVPD basis) on a cluster of 2 separate species, C4H14NOS in total.

Last column: Mulliken charge in e.
Element x y z (Å)
C -0.76 1.74 0.88  -1.38
C -0.80 0.33 0.32  0.11
C -0.40 0.19 -1.15  -0.67
C -0.07 -1.16 -1.75  -0.94
S -1.02 -2.57 -1.06  -0.18
N 0.00 -0.56 1.21  -0.12
H 0.23 2.19 1.00  0.32
H -1.27 1.72 1.84  0.42
H -1.38 2.36 0.23  0.39
H -1.80 -0.09 0.29  0.32
H -1.22 0.61 -1.72  0.46
H 0.44 0.87 -1.38  0.33
H 0.98 -1.38 -1.94  0.37
H -0.35 -1.12 -2.81  0.40
H -2.17 -2.12 -1.55  0.16
H 0.98 -0.14 1.24  0.36
H 0.14 -1.50 0.86  0.26
H -0.30 -0.52 2.17  0.40
H 2.86 1.11 0.79  0.31
H 3.34 -0.18 1.50  0.30
O 2.58 0.22 1.04  -0.63

Output
- ΔE to the lowest compared entry with this formula, charge and spin (eV) = 0.3954
- net charge = +1
- HOMO-LUMO gap (eV) = 9.915
- total energy (Eh) = -688.7482



2.
ORCA calculation (the ωB97M-V functional and the def2-TZVPD basis) on a structure of composition C9H15CeCl2N.

Last column: Mulliken charge in e.
Element x y z (Å)
Ce -1.59 1.34 -0.27  0.36
Cl -0.67 1.99 -2.55  -0.60
Cl -3.87 0.32 0.27  -0.59
C -2.47 3.24 -0.23  -0.54
H -3.34 3.41 0.43  0.10
H -2.08 4.09 -0.81  0.11
C 0.35 -1.79 0.56  -0.46
C -0.61 -1.42 -0.26  -0.20
H 0.28 -1.60 1.64  0.36
C -0.49 -1.52 -1.77  -0.42
H -1.64 -1.22 0.12  0.51
C 0.56 -2.57 -2.20  -0.87
H -1.47 -1.77 -2.23  0.29
H -0.21 -0.54 -2.21  0.17
C 1.84 -2.47 -1.39  -0.68
H 0.12 -3.56 -2.05  0.32
H 0.78 -2.46 -3.27  0.37
C 1.58 -2.54 0.13  -0.61
H 2.51 -3.28 -1.68  0.31
H 2.35 -1.53 -1.61  0.32
H 1.48 -3.61 0.39  0.30
H 2.46 -2.18 0.68  0.31
C 0.93 3.53 3.40  -0.87
C 0.23 2.80 2.38  0.40
N -0.33 2.20 1.55  -0.20
H 0.63 4.59 3.36  0.27
H 2.01 3.45 3.23  0.26
H 0.68 3.12 4.39  0.26

Output
- spin multiplicity = 2
- ⟨S²⟩ = 0.75
- net charge = -1
- HOMO-LUMO gap (alpha / beta) (eV) = 4.299 / 4.287
- total energy (Eh) = -1802.1902



3.
ORCA calculation (the ωB97M-V functional and the def2-TZVPD basis) on a structure of composition C13H20BN8O8P2RuS.

Last column: Mulliken charge in e.
Element x y z (Å)
Ru -1.34 -0.36 -0.72  0.32
C -3.74 -1.73 -3.94  -1.25
C -3.57 -1.36 -2.61  -0.31
N -2.29 -1.10 -2.38  0.48
N -1.62 -1.28 -3.53  0.12
C -2.47 -1.66 -4.49  -0.07
B -0.09 -1.04 -3.56  -0.02
N 0.18 0.42 -3.19  0.16
C 0.98 1.32 -3.78  -0.06
C 1.08 2.42 -2.95  -1.35
C 0.31 2.10 -1.84  -0.24
N -0.24 0.90 -2.00  0.55
N 0.50 -1.92 -2.44  0.16
C 1.23 -3.04 -2.54  -0.07
C 1.27 -3.67 -1.31  -1.34
C 0.49 -2.86 -0.49  -0.67
N 0.04 -1.81 -1.18  0.58
H -4.66 -1.99 -4.44  0.40
H -4.30 -1.24 -1.82  0.54
H -2.12 -1.85 -5.49  0.46
H 0.37 -1.32 -4.63  -0.10
H 1.42 1.11 -4.74  0.45
H 1.64 3.32 -3.12  0.42
H 0.13 2.67 -0.95  0.51
H 1.68 -3.31 -3.49  0.46
H 1.79 -4.57 -1.04  0.41
H 0.28 -2.96 0.57  0.75
O -0.17 3.11 1.33  -0.56
P -1.05 1.84 1.75  0.49
O -0.92 1.55 3.19  -0.76
O -0.63 0.74 0.78  -0.20
O -2.54 2.29 1.37  -0.34
P -3.33 2.16 -0.05  0.62
O -2.47 3.12 -1.02  -0.43
O -4.72 2.59 0.10  -0.75
O -3.04 0.74 -0.53  -0.19
H 0.03 3.65 2.11  0.34
H -2.77 4.03 -0.94  0.30
C 1.58 0.89 5.29  -1.07
N 1.62 0.35 3.94  0.14
C 2.49 -0.53 3.43  0.42
S 2.10 -1.45 2.07  -0.49
N 3.70 -0.70 4.01  -0.18
C 4.46 0.30 4.75  -0.96
H 0.57 1.23 5.46  0.33
H 2.25 1.74 5.44  0.29
H 1.82 0.12 6.02  0.36
H 0.79 0.52 3.40  0.07
H 4.22 -1.44 3.58  0.28
H 4.29 1.30 4.34  0.32
H 5.51 0.07 4.63  0.35
H 4.23 0.31 5.81  0.27
O -2.74 -2.21 1.28  -0.24
C -2.23 -1.53 0.54  0.27

Output
- spin multiplicity = 2
- ΔE to the lowest compared entry with this formula, charge and spin (eV) = 0.4577
- ⟨S²⟩ = 0.75
- net charge = 0
- HOMO-LUMO gap (alpha / beta) (eV) = 8.174 / 5.811
- total energy (Eh) = -2748.4434



4.
ORCA calculation (the ωB97M-V functional and the def2-TZVPD basis) on a structure of composition C9H9O6Ti.

Last column: Mulliken charge in e.
Element x y z (Å)
O 2.68 1.95 -2.86  -0.10
C 2.02 1.81 -1.94  0.12
Ti -0.43 -0.85 0.00  -0.15
O 0.27 2.29 1.49  -0.02
C 0.14 1.35 0.86  0.41
C -1.71 -0.96 1.51  0.64
O -2.40 -1.24 2.37  0.03
C -1.56 -2.40 -0.76  0.43
O -1.81 -3.16 -1.64  0.06
C -1.60 0.90 -1.16  0.41
O -2.49 1.51 -1.54  0.02
H 0.77 -0.45 -0.98  0.53
C 2.43 -2.89 2.17  -0.65
C 3.34 -1.65 2.39  -0.59
C 2.51 -0.47 1.84  -0.51
O 1.35 -1.05 1.11  -0.17
C 1.49 -2.50 1.01  -0.37
H 3.11 -3.75 1.93  0.35
H 1.85 -3.07 3.10  0.34
H 4.28 -1.73 1.81  0.33
H 3.57 -1.49 3.46  0.33
H 2.11 0.13 2.67  0.41
H 3.13 0.13 1.13  0.32
H 1.96 -2.78 0.07  0.36
H 0.53 -3.02 1.16  0.46

Output
- ΔE to the lowest compared entry with this formula, charge and spin (eV) = 1.5712
- net charge = +3
- HOMO-LUMO gap (alpha / beta) (eV) = 5.888 / 5.877
- total energy (Eh) = -1647.8292



5.
ORCA calculation (the ωB97M-V functional and the def2-TZVPD basis) on the ion C5H11N2 with charge +1.

Last column: Mulliken charge in e.
Element x y z (Å)
C -2.68 -0.59 -0.27  -1.30
C -1.54 0.16 -0.52  0.40
N -0.55 0.31 0.20  -0.04
C 0.51 1.33 0.01  -0.81
C 1.87 0.51 0.18  -0.11
C 1.97 -0.84 -0.38  -0.40
N 1.69 -0.56 1.05  -0.51
H -2.70 -1.26 0.58  0.35
H -3.04 -1.16 -1.10  0.36
H -3.55 0.06 0.10  0.33
H -1.73 1.00 -1.23  0.29
H -0.09 -0.39 0.88  0.39
H 0.39 1.89 0.88  0.36
H 0.44 1.81 -0.89  0.48
H 2.71 1.12 0.24  0.49
H 2.86 -1.31 -0.45  0.40
H 1.06 -1.25 -0.98  0.08
H 2.37 -0.82 1.69  0.24

Output
- ΔE to the lowest compared entry with this formula, charge and spin (eV) = 2.5478
- net charge = +1
- SMILES = C/C=[NH+]/C[C@@H]1CN1
- HOMO-LUMO gap (eV) = 10.241
- total energy (Eh) = -306.2898



6.
ORCA calculation (the ωB97M-V functional and the def2-TZVPD basis) on the molecule C6H10.

Last column: Mulliken charge in e.
Element x y z (Å)
C -0.84 -0.83 1.32  -1.51
C -0.57 0.48 0.59  0.11
C 0.90 0.92 0.56  -0.60
C 1.04 0.41 -0.89  -0.31
C 0.27 -0.82 -1.39  -0.71
C -0.48 0.38 -0.95  -0.21
H -0.98 -0.67 2.40  0.39
H -1.73 -1.33 0.92  0.32
H 0.00 -1.54 1.22  0.35
H -1.29 1.23 0.93  0.45
H 0.94 2.00 0.34  0.24
H 1.57 0.66 1.40  0.32
H 1.83 0.88 -1.48  0.36
H 0.27 -1.77 -0.86  0.18
H 0.19 -0.96 -2.48  0.24
H -1.12 0.95 -1.62  0.38

Output
- ΔE to the lowest compared entry with this formula, charge and spin (eV) = 1.9163
- net charge = 0
- SMILES = C[C@H]1C[C@H]2C[C@H]21
- HOMO-LUMO gap (eV) = 10.542
- total energy (Eh) = -234.5321



> What is the net charge in the first record?

+1



> Which formula does entry 2 have?

C9H15CeCl2N